# H18NO12

A cluster of 10 separate species, H18NO12 in total (wB97M-V/def2-TZVPD, OMol25).

Last column: natural (NBO) charge in e.
Geometry (Å):
N  0.14100  0.14674  -0.26610  0.7125
O  0.85600  0.20374  0.86390  -0.6010
O  -0.69200  -0.80626  -0.27810  -0.4829
O  -0.03800  1.21174  -0.88410  -0.5045
O  2.74600  -1.16826  2.34390  -0.9467
H  1.96200  -0.72626  2.04190  0.5063
H  2.83500  -1.14026  3.19590  0.4601
O  0.28100  2.06074  3.24390  -0.9560
H  0.33200  1.26474  2.49790  0.4948
H  0.50600  1.51574  4.01690  0.4513
O  -0.92600  -2.64926  1.72190  -1.0033
H  -0.70800  -1.94526  1.01990  0.5052
H  -0.21100  -3.19826  1.97590  0.4635
O  -2.27500  -2.83526  -2.59910  -0.9743
H  -2.90900  -3.38426  -2.12510  0.4579
H  -2.49700  -1.91926  -2.28610  0.4919
O  4.09100  -1.07526  0.03390  -0.9768
H  3.59800  -0.90226  0.89890  0.4984
H  3.52900  -0.99426  -0.62910  0.4458
O  -2.54100  1.93874  0.83990  -0.9274
H  -2.47000  2.86974  0.94890  0.4637
H  -1.84900  1.69674  0.32090  0.4618
O  2.34900  2.78574  -0.56710  -0.9663
H  2.70000  2.35574  -1.32210  0.4472
H  1.47900  2.19474  -0.46810  0.4900
O  -0.64600  1.03774  -3.66910  -0.9442
H  0.16500  1.49974  -3.94110  0.4506
H  -0.38300  1.08674  -2.75210  0.4782
O  -3.42300  -0.58926  -1.33710  -0.9902
H  -3.45000  -0.05226  -2.09910  0.4777
H  -2.55200  -0.48326  -0.74110  0.5164

Cartesian forces, eV/Å:
N -2.05 0.22 6.58
O -0.26 -0.04 -3.40
O 1.31 0.98 -1.95
O 0.75 -1.06 -0.94
O 0.03 -0.90 -7.15
H -0.97 0.40 -0.18
H 0.63 0.45 7.59
O 0.41 -3.66 -2.29
H -0.28 3.21 2.23
H -0.15 0.50 -0.06
O -1.48 1.81 -1.02
H 0.24 -1.68 1.40
H 1.30 -0.30 -0.17
O -0.19 0.67 0.10
H 0.09 0.11 0.01
H 0.10 -1.09 -0.17
O 3.57 -0.26 5.76
H 0.90 -0.46 -1.57
H -4.10 0.63 -4.55
O -3.38 0.02 2.23
H 0.17 1.09 0.20
H 3.24 -1.05 -2.45
O -3.23 -1.30 1.10
H 0.98 -0.46 -1.19
H 2.42 1.97 0.10
O 1.13 0.66 -0.42
H -0.44 -0.11 -1.04
H -0.82 -0.54 1.37
O 1.99 -1.33 3.33
H 0.63 1.37 -0.99
H -2.56 0.16 -2.44

- Net charge: -1
- Kohn-Sham gap: 9.904 eV
- LUMO: 2.2 eV
- Calculated total energy: -968.338134 hartree
- Relative energy (zero: lowest compared OMol25 entry of this formula, charge and spin): 3.624 eV

# H18O11V

A structure of composition H18O11V (wB97M-V/def2-TZVPD, OMol25).

Last column: Mulliken charge in e.
Geometry (Å):
O  -16.58970  9.29949  -13.61238  -0.4455
V  -15.36199  10.26941  -13.97229  1.8328
O  -14.36212  10.27966  -12.68843  -0.4486
O  -17.91838  13.35983  -12.92861  -0.6254
H  -18.81115  13.03828  -13.05431  0.3209
H  -17.98455  13.97119  -12.19506  0.3220
O  -18.89125  5.22703  -10.12824  -0.6398
H  -19.57006  4.90571  -9.53477  0.3237
H  -19.28533  5.98850  -10.55379  0.3163
O  -16.13705  10.42734  -18.19339  -0.6228
H  -15.66612  11.02876  -18.77024  0.3216
H  -16.74412  9.96583  -18.77192  0.3172
O  -21.43041  8.51261  -12.17190  -0.6255
H  -21.59210  9.37932  -12.54458  0.3017
H  -21.58187  7.90722  -12.89770  0.3258
O  -14.67066  7.30961  -8.88711  -0.6443
H  -14.83042  8.20893  -8.60085  0.3182
H  -15.54212  6.91796  -8.94553  0.3249
O  -12.82691  13.79223  -15.74518  -0.6328
H  -12.48046  14.64953  -15.49772  0.3194
H  -12.30155  13.53019  -16.50120  0.3222
O  -12.93379  7.44235  -15.95343  -0.6265
H  -12.55433  6.66420  -15.54510  0.3221
H  -13.02359  7.20892  -16.87738  0.3221
O  -8.08941  10.92929  -12.41063  -0.6326
H  -7.67409  10.27714  -11.84633  0.3270
H  -9.02813  10.80410  -12.27149  0.3058
O  -13.87026  13.01481  -7.54250  -0.6435
H  -13.62687  13.26719  -6.65182  0.3264
H  -13.15554  13.34234  -8.08852  0.3173

Cartesian forces, eV/Å:
O 3.12 2.44 -0.84
V -0.06 -2.25 4.39
O -3.03 -0.08 -3.78
O 0.34 -0.36 -0.27
H -0.28 -0.04 -0.05
H 0.07 0.21 0.23
O 0.29 -0.03 -0.06
H -0.16 -0.13 0.18
H -0.14 0.22 -0.11
O 0.13 -0.01 0.50
H 0.14 0.20 -0.17
H -0.21 -0.17 -0.12
O 0.22 -0.04 0.19
H -0.11 0.23 -0.03
H -0.10 -0.22 -0.17
O 0.21 -0.01 -0.18
H 0.01 0.23 0.15
H -0.25 -0.21 0.01
O -0.30 -0.33 0.11
H 0.06 0.26 0.12
H 0.18 -0.05 -0.21
O -0.26 0.42 0.18
H 0.13 -0.21 0.19
H -0.02 -0.04 -0.28
O 0.03 0.16 -0.18
H 0.18 -0.16 0.14
H -0.21 -0.01 0.04
O -0.20 -0.14 -0.16
H 0.02 0.05 0.27
H 0.18 0.09 -0.12

- Net charge: +1
- Kohn-Sham gap: 5.576 eV
- LUMO: -7.6 eV
- Calculated total energy: -1782.036160 hartree
- Relative energy (zero: lowest compared OMol25 entry of this formula, charge and spin): 6.030 eV

# H18O9

A cluster of 9 separate species, H18O9 in total (wB97M-V/def2-TZVPD, OMol25).

Last column: natural (NBO) charge in e.
Geometry (Å):
O  0.06593  0.26882  -0.71349  -0.9685
H  1.03329  0.41554  -0.46305  0.4894
H  -0.33007  -0.23007  -0.01417  0.4763
O  -1.42089  -2.20513  2.72536  -0.9544
H  -2.10420  -1.68340  2.29388  0.4778
H  -1.80599  -2.45257  3.61134  0.4770
O  -1.82422  -1.04613  -1.78994  -0.9511
H  -2.04936  -1.98867  -1.52130  0.4555
H  -0.92250  -0.98326  -1.74263  0.4877
O  -2.47310  3.51255  -0.21800  -0.9449
H  -3.22562  4.06068  -0.28953  0.4637
H  -1.77832  3.92319  0.38382  0.4831
O  4.72919  3.44888  1.06726  -0.9194
H  4.14877  3.34129  1.74444  0.4564
H  4.19912  3.07335  0.32333  0.4630
O  -3.53333  1.64654  0.04549  -0.9481
H  -3.60831  2.17337  -0.67737  0.4639
H  -2.95538  0.87446  -0.13081  0.4819
O  1.21986  -3.48702  -0.23628  -0.9348
H  2.11137  -3.55578  -0.53743  0.4672
H  0.99755  -4.42721  -0.21109  0.4695
O  1.92590  -0.47877  -2.53528  -0.9515
H  2.04625  -1.35192  -2.93237  0.4818
H  2.65014  0.08387  -2.50986  0.4718
O  1.10757  -0.76911  1.11306  -0.9547
H  0.99318  -1.67578  1.20545  0.4875
H  0.80316  -0.48773  2.00916  0.4738

Cartesian forces, eV/Å:
O 1.55 1.98 -1.25
H -2.51 -0.76 -0.47
H 0.22 -0.10 0.64
O -0.44 -0.40 1.42
H -0.10 0.02 0.02
H 0.58 0.44 -1.48
O -4.80 -2.57 0.33
H 0.47 1.85 -0.64
H 3.93 0.58 0.18
O 4.13 1.94 0.66
H -0.91 1.47 0.35
H -1.75 -0.45 -1.32
O 1.51 -0.20 -4.09
H -2.44 -0.32 3.52
H 0.92 0.52 0.58
O -1.03 -5.40 3.90
H 0.20 1.43 -3.20
H -0.59 0.96 -0.50
O -0.74 -0.61 0.22
H 1.19 0.49 -0.36
H -0.48 0.17 0.21
O -2.75 -1.66 0.10
H 0.70 0.73 0.07
H 2.40 0.85 -0.45
O 0.42 2.10 2.76
H -0.12 -3.14 -0.29
H 0.43 0.08 -0.91

- Net charge: 0
- Kohn-Sham gap: 9.294 eV
- SMILES: O.O.O.O.O.O.O.O.O
- LUMO: 0.1 eV
- Calculated total energy: -687.835589 hartree
- Relative energy (zero: lowest compared OMol25 entry of this formula, charge and spin): 5.176 eV

# H18O9

A structure of composition H18O9 (wB97M-V/def2-TZVPD, OMol25).

Last column: natural (NBO) charge in e.
Geometry (Å):
O  26.34600  3.12500  29.36300  -0.9804
H  26.67500  4.01300  29.07700  0.5164
H  25.40000  3.19400  29.74600  0.5064
O  27.91300  -0.07800  30.20400  -1.0190
H  27.96300  0.71400  30.74500  0.4620
H  26.90500  -0.18800  30.14000  0.4875
O  27.99700  1.93100  31.20900  -0.8973
H  27.90300  2.28600  32.10600  0.4828
H  27.45300  2.48800  30.73300  0.4937
O  25.84100  1.20800  27.56900  -0.9917
H  26.08200  1.80500  28.28500  0.5002
H  26.63600  1.15400  26.95700  0.5229
O  28.08000  2.80600  26.01400  -0.9389
H  28.45800  2.17000  25.58100  0.4755
H  27.36700  3.08400  25.55300  0.4536
O  23.19400  1.64800  26.64600  -0.9432
H  22.63000  0.78800  26.75200  0.4552
H  23.93600  1.30300  27.15500  0.4783
O  25.29700  -0.53100  29.07600  -0.9587
H  25.40400  0.28700  28.62700  0.4634
H  24.32000  -0.47500  29.08600  0.4497
O  28.86800  -0.70800  27.64600  -1.0086
H  28.71200  -0.59400  28.70100  0.5189
H  29.73300  -0.22600  27.81900  0.4556
O  28.21100  0.54100  24.86700  -0.9697
H  27.40700  0.68500  24.25500  0.4828
H  28.01100  0.03600  25.62400  0.5025

Cartesian forces, eV/Å:
O -1.71 1.01 1.07
H -0.78 -0.99 0.27
H 2.31 0.39 -1.04
O -2.42 -2.75 -1.46
H 0.55 -0.38 0.15
H 2.02 -0.44 -0.25
O 1.84 1.81 4.01
H 0.37 -0.43 0.01
H -1.95 1.87 -2.40
O 1.23 0.82 -2.34
H 0.70 0.73 -0.30
H -1.22 0.23 1.31
O -0.15 5.26 6.79
H 3.43 -5.94 -4.04
H -3.41 1.39 -2.30
O -1.88 -3.08 0.72
H 0.88 2.52 -0.73
H 0.95 0.64 -0.22
O -2.32 -1.70 1.89
H 1.32 0.72 -1.30
H 0.44 -0.98 0.57
O 1.76 1.62 3.88
H -1.22 -0.65 -2.56
H -0.93 -0.75 -1.53
O -0.99 1.28 -3.60
H 1.83 -0.83 1.88
H -0.66 -1.37 1.50

- Net charge: 0
- Kohn-Sham gap: 9.795 eV
- LUMO: -0.3 eV
- Calculated total energy: -687.859057 hartree
- Relative energy (zero: lowest compared OMol25 entry of this formula, charge and spin): 4.537 eV

no.,HOMO (eV)
1,-7.73
2,-13.22
3,-9.16
4,-10.11